{
  "formula": "C30H20F3NPReSSe2",
  "method": "wB97M-V/def2-TZVPD",
  "symbols": ["Re", "S", "C", "C", "C", "C", "C", "C", "C", "C", "C", "N", "H", "H", "H", "H", "H", "H", "Se", "P", "Se", "C", "C", "C", "C", "C", "C", "C", "C", "C", "C", "C", "C", "H", "H", "H", "H", "H", "H", "H", "H", "H", "H", "F", "C", "F", "F", "C", "C", "C", "C", "C", "C", "C", "C", "H", "H", "H", "H"],
  "positions_angstrom": [[0.3217, 0.5892, 0.7443], [1.7116, 4.5476, 2.2686], [0.7234, 4.8644, 0.9039], [0.2344, 3.7318, 0.3314], [0.6562, 2.5555, 1.0100], [1.4740, 2.8621, 2.0878], [2.0046, 1.7892, 2.8945], [2.8480, 1.8986, 3.9916], [3.2591, 0.7499, 4.6415], [2.8225, -0.4922, 4.1921], [1.9841, -0.5380, 3.1012], [1.5837, 0.5712, 2.4695], [0.5560, 5.8832, 0.5937], [-0.4064, 3.7366, -0.5381], [3.1732, 2.8754, 4.3218], [3.9182, 0.8166, 5.4963], [3.1249, -1.4078, 4.6774], [1.6117, -1.4762, 2.7087], [-1.7394, 0.3023, 2.3310], [-2.7928, -0.2873, 0.5004], [-1.2326, -0.2185, -1.0604], [-3.4849, -1.9452, 0.6346], [-4.0262, -2.3530, 1.8498], [-4.6490, -3.5877, 1.9372], [-4.7265, -4.4066, 0.8187], [-4.1805, -3.9974, -0.3903], [-3.5575, -2.7637, -0.4873], [-4.1598, 0.8252, 0.1196], [-4.5435, 1.0038, -1.2064], [-5.6544, 1.7783, -1.4961], [-6.3764, 2.3667, -0.4657], [-5.9883, 2.1885, 0.8546], [-4.8758, 1.4175, 1.1540], [-3.9527, -1.7156, 2.7229], [-5.0694, -3.9123, 2.8792], [-5.2107, -5.3710, 0.8912], [-4.2339, -4.6408, -1.2579], [-3.1232, -2.4494, -1.4285], [-3.9731, 0.5512, -2.0089], [-5.9529, 1.9264, -2.5249], [-7.2431, 2.9723, -0.6941], [-6.5489, 2.6551, 1.6531], [-4.5614, 1.2879, 2.1824], [7.7851, -2.2736, -4.3309], [6.8177, -1.5782, -4.9508], [7.3998, -0.4887, -5.4782], [6.3749, -2.3280, -5.9667], [5.7183, -1.2015, -3.9934], [4.4207, -1.6432, -4.1948], [3.4304, -1.2951, -3.2922], [3.7379, -0.5005, -2.1862], [5.0525, -0.0548, -1.9974], [6.0366, -0.4063, -2.8978], [2.7176, -0.1559, -1.2570], [1.8258, 0.1384, -0.4711], [4.1843, -2.2580, -5.0510], [2.4150, -1.6370, -3.4382], [5.2849, 0.5652, -1.1427], [7.0541, -0.0669, -2.7562]],
  "forces_ev_per_a": [[-0.3, -0.6, 0.1], [0.0, 0.0, 0.0], [0.1, 0.0, 0.1], [-0.1, 0.0, -0.1], [0.2, 0.2, 0.1], [-0.1, 0.0, -0.2], [0.0, -0.1, 0.0], [0.0, 0.0, 0.0], [0.0, 0.0, 0.0], [0.0, 0.0, 0.0], [0.0, -0.1, 0.0], [0.0, 0.2, 0.1], [0.0, 0.0, 0.0], [0.0, 0.0, 0.0], [0.0, 0.0, 0.0], [0.0, 0.0, 0.0], [0.0, 0.0, 0.0], [0.0, 0.0, 0.0], [0.0, -0.1, -0.1], [0.0, 0.0, 0.0], [-0.1, 0.2, 0.1], [0.1, 0.1, 0.0], [0.0, 0.0, 0.0], [0.0, 0.0, 0.0], [0.0, 0.0, 0.0], [0.0, 0.0, 0.0], [0.0, 0.0, 0.0], [0.2, -0.1, 0.0], [0.0, 0.0, 0.0], [0.0, 0.0, 0.0], [0.0, 0.0, 0.0], [0.0, 0.0, 0.0], [0.0, 0.0, 0.0], [0.0, 0.0, 0.0], [0.0, 0.0, 0.0], [0.0, 0.0, 0.0], [0.0, 0.0, 0.0], [0.0, 0.0, 0.0], [0.0, 0.0, 0.0], [0.0, 0.0, 0.0], [0.0, 0.0, 0.0], [0.0, 0.0, 0.0], [0.0, 0.0, 0.0], [0.0, 0.0, 0.1], [0.0, 0.0, 0.0], [0.0, 0.1, 0.0], [-0.1, 0.0, 0.0], [0.0, 0.0, 0.0], [0.0, 0.0, 0.0], [0.0, 0.0, 0.0], [0.2, -0.1, -0.1], [-0.1, 0.0, 0.0], [0.0, 0.0, 0.0], [-0.1, 0.0, 0.1], [0.1, 0.1, -0.1], [0.0, 0.0, 0.0], [0.0, 0.0, 0.0], [0.0, 0.0, 0.0], [0.0, 0.0, 0.0]],
  "e_tot_ev": -194018.7334,
  "e_above_lowest_kcal_mol": 0.0,
  "molar_mass_g_mol": 858.66,
  "multiplicity": 4,
  "charge": 1
}